[1]
Entry from the Open Molecules 2025 dataset: a cluster of 5 separate species, C24H26BrN5O4 in total at a distorted geometry (ωB97M-V/def2-TZVPD).

```
! wB97M-V def2-TZVPD RIJCOSX def2/J DEFGRID3
* xyz 0 1
N 3.9861 -2.3700 -4.9602
H -4.5072 -2.8588 3.5251
H -4.9431 -0.7586 -4.9584
H 0.7359 -0.9268 4.2651
C 0.8041 4.0180 -1.2336
O 2.1050 0.9425 0.3553
C 0.2003 -0.3589 -0.7526
H 4.8030 -3.8536 -2.2613
C -1.6856 -2.1903 -2.1574
H 2.1367 0.0632 4.7320
H 4.0770 -2.3065 -1.7770
H -3.0692 2.9526 6.3600
H -2.9717 -1.9907 3.3122
C 3.9813 -2.7197 -3.8581
H 4.4578 1.8751 -2.9551
C -1.6077 -2.2808 -0.6384
Br -0.9798 -1.2640 -4.8871
C 1.0113 0.4231 0.3491
H 0.9114 0.5701 -4.1359
C 1.0698 0.7649 -3.0216
C -3.8661 -2.2367 -3.5016
C -4.3157 -1.8345 1.6742
H 2.9899 2.5533 -3.7725
C 0.1676 -0.2686 -2.2467
C 1.3816 -0.6351 5.0957
C -0.2859 -1.1014 1.5321
H -3.2276 -3.7991 -2.0858
C -4.5150 -1.4607 -4.1958
H 0.6751 0.5611 2.2999
C 3.3387 2.0534 -2.8186
H 0.6377 5.0001 -0.6832
H -1.3021 2.7772 6.3465
H 0.7395 1.8292 -2.8308
H 2.8869 0.0416 -1.8049
N -0.0586 0.5083 6.9972
C 2.6361 0.6127 -2.7473
H 0.1007 3.9381 -2.1292
H -2.2427 -3.8104 -3.6667
H 3.0360 -3.6777 -2.2149
C 3.9739 -3.1679 -2.4378
O -0.2488 -1.8443 2.4978
N -4.5239 -1.7447 0.5396
C 2.2770 3.9456 -1.8649
O 2.6121 4.9162 -2.5342
H 3.0860 0.0055 -3.6061
C -2.0912 3.9428 4.7550
N -2.0623 4.3113 3.6592
C -4.0474 -1.9504 3.1349
H -2.2193 -2.9938 -0.0244
H -2.0386 4.3145 6.8461
H 1.8782 -1.5227 5.4886
C -2.1277 3.4669 6.1661
C 0.5708 0.0082 6.1659
N 0.0809 0.3226 1.4923
H -4.4627 -1.0882 3.6573
C -0.6541 -1.3464 0.0216
C -0.8032 -1.2209 -2.9426
O 3.1319 2.8544 -1.6343
H 0.6526 3.1164 -0.5617
C -2.7304 -3.1550 -2.8848
*
```

HOMO level = -9.4203 eV
Orbital gap = 8.56 eV

[2]
Entry from the Open Molecules 2025 dataset: an isolated molecule of C5H5NO at a distorted geometry (ωB97M-V/def2-TZVPD).

```
! wB97M-V def2-TZVPD RIJCOSX def2/J DEFGRID3
* xyz 0 1
H -1.3338 1.0103 1.4318
C -0.1702 1.0461 -0.3677
O 2.2359 -0.3421 -0.3886
H -1.8529 -1.9932 -0.3631
C -1.1990 0.0437 -0.9789
C 1.0762 -0.0794 -0.0869
C -0.1386 -0.6076 0.8976
H -1.7135 0.3381 -1.8835
H 0.0660 -1.4332 1.6628
H 0.0362 1.8935 -0.9376
C -1.3629 -0.9593 -0.1458
N -0.3317 0.8943 1.0412
*
```

HOMO level = -9.5675 eV
Energy relative to the best compared isomer or geometry (same formula, charge and spin) = 3.768 eV
Orbital gap = 10.60 eV

[3]
Entry from the Open Molecules 2025 dataset: a cluster of 3 separate species, C28H43BIN8O7S2 in total at a distorted geometry (ωB97M-V/def2-TZVPD).

```
! wB97M-V def2-TZVPD RIJCOSX def2/J DEFGRID3
* xyz 1 1
H -1.4120 4.7821 0.8365
H 1.3335 -0.0448 0.6181
C -1.3166 3.3643 3.2830
O -4.1111 3.7713 -1.4834
C 0.2794 -2.2093 8.6889
C 6.8022 -4.4218 -5.1222
C -1.9347 4.2922 -4.0820
C -3.2783 3.6973 -4.8088
C -0.0826 1.2602 -1.7055
O -0.8585 -0.7716 7.1483
C 7.1828 -4.0178 -2.6577
C 0.6447 4.3460 1.5302
S -2.4101 -0.6947 -5.0339
C -1.1740 -4.3709 7.2711
H 6.2507 -3.4513 -2.6583
H -2.1330 4.0438 2.7561
C 2.0218 -1.7003 -2.7013
H 1.0970 -2.8502 8.3476
N -2.5648 1.3114 -2.7188
C 1.1072 0.5661 -2.5943
C 5.5224 -3.6340 -5.0848
H 0.1216 3.7591 -3.2562
C 0.7954 1.4502 4.8314
H -1.4013 5.0617 -4.8218
N -3.3112 -3.6553 0.2809
H 1.5307 0.7280 5.3908
H -0.2676 -2.6911 9.5039
H 5.7262 -2.6036 -4.7808
H -0.8165 -4.8954 6.3818
H 0.7065 -1.2753 9.0645
H -2.1703 -4.7376 7.5290
O 3.2344 -2.1757 -3.0975
C -1.2648 2.0821 -2.5578
O -3.4761 2.0494 0.2680
H 8.3562 -5.0932 -4.0620
H -2.2894 4.9278 -3.1626
O -1.1038 -3.9268 1.1848
H -0.2480 -1.9813 -3.1915
H -0.4919 -4.5571 8.1016
H -3.9704 3.0467 -4.1258
B -3.0529 2.9058 -0.8569
H -1.2256 0.7316 6.1257
H -5.7598 3.2827 -2.7736
H 0.5766 0.0970 -3.5552
C -2.4088 0.2256 -3.5633
H 1.6391 3.9860 1.0284
H 1.8581 1.3730 -3.0187
C -2.2355 -4.6881 0.6025
H -0.0542 1.0549 1.2926
H -3.7992 1.1769 -0.1480
C -1.5886 -2.5118 1.1805
H 5.0724 -3.6173 -6.0814
O 1.8908 -0.4652 -1.8993
H 7.0995 -4.8550 -1.9606
H -3.0887 3.0991 -5.7968
C -0.7925 1.4364 5.2653
C -5.3566 3.0149 -1.6838
H -6.1429 3.4361 -0.9159
C 0.7327 -2.6600 -3.1555
C -1.8808 2.4082 4.5152
H 1.4060 2.2388 -0.3993
H -5.2251 1.8522 -1.6592
H -3.0462 2.4427 4.7626
H 0.7561 5.4500 1.9026
N -2.9785 -2.3219 0.6141
N -1.2824 -2.9676 6.9500
H -2.2175 -5.8535 0.4747
H 0.5925 -3.5828 -2.4494
S -0.3464 -1.3328 1.9340
C 0.2917 3.3529 2.8293
H -3.9311 4.6454 -5.1236
O 7.2207 -4.9418 -6.1527
N -0.5760 4.1938 0.5983
C -0.5166 3.3247 -0.4621
H 0.8532 -3.0654 -4.2709
N 7.5058 -4.5500 -3.9602
C -0.6079 0.0427 -0.6857
C 0.1576 0.0338 0.7630
N -1.6541 3.0497 -1.4194
C -0.7965 3.1498 -3.7116
I -0.1386 2.2733 -5.6002
C -0.6535 -1.9145 7.5475
H 2.5334 2.3947 3.2667
C 1.3881 2.4014 3.5928
H -1.7657 0.2153 -0.4518
H 8.0034 -3.3683 -2.3439
H -0.5776 -1.0083 -1.2513
H 4.8152 -4.1020 -4.3945
N 0.5758 2.4291 -1.0005
H -1.8947 -2.6927 6.1897
*
```

HOMO level = -10.4495 eV
Energy relative to the best compared isomer or geometry (same formula, charge and spin) = 18.496 eV
Orbital gap = 6.46 eV